Formula: C52H73F40NO11S
Source: OMol25
Level of theory: ωB97M-V/def2-TZVPD

highest occupied orbital energy = -7.217 eV
gap between HOMO and LUMO = 7.6 eV
structure (SMILES) = CC(=O)OCCCCCCCC[C@H](N)[C@@H](CCCCS(=O)(=O)O)OCCC[C@H](C)CCC=C(C)C.FC(F)C(F)(F)COC(F)(F)C(F)F.FC(F)C(F)(F)COC(F)(F)C(F)F.FC(F)C(F)(F)COC(F)(F)C(F)F.FC(F)C(F)(F)COC(F)(F)C(F)F.FC(F)C(F)(F)COC(F)(F)C(F)F
energy = -198651.082 eV
largest force on an atom = 5.5 eV/Å

Each atom is followed by the atoms it is bonded to, with distances in Å.
Cartesian coordinates (Å):
1 C 4.347 -1.437 5.963  C2 1.527, H36 1.087, H37 1.090, H38 1.086
2 C 2.876 -1.495 6.368  C1 1.527, O3 1.147, O4 1.356
3 O 2.522 -1.015 7.348  C2 1.147
4 O 2.048 -2.173 5.537  C2 1.356, C5 1.444
5 C 1.043 -1.332 4.929  O4 1.444, C6 1.545, H39 1.095, H40 1.091
6 C -0.299 -2.097 4.894  C5 1.545, C7 1.543, H41 1.091, H42 1.091
7 C -0.827 -2.302 3.459  C6 1.543, C8 1.538, H43 1.094, H44 1.093
8 C -1.620 -1.062 3.013  C7 1.538, C9 1.538, H45 1.095, H46 1.095
9 C -2.685 -1.335 1.938  C8 1.538, C10 1.554, H47 1.092, H48 1.097
10 C -2.134 -1.705 0.532  C9 1.554, C11 1.539, H49 1.090, H50 1.098
11 C -0.726 -1.179 0.206  C10 1.539, C12 1.571, H51 1.091, H52 1.087
12 C -0.223 -1.926 -1.082  C11 1.571, C13 1.565, H53 1.090, H54 1.094
13 C -0.305 -1.044 -2.373  C12 1.565, N14 1.484, C15 1.561, H55 1.089
14 N -0.995 -1.809 -3.441  C13 1.484, H56 1.015, H57 1.013
15 C 1.120 -0.633 -2.859  C13 1.561, C16 1.528, O24 1.438, H58 1.095
16 C 1.472 -1.127 -4.261  C15 1.528, C17 1.553, H59 1.097, H60 1.086
17 C 1.862 -2.630 -4.277  C16 1.553, C18 1.551, H61 1.091, H62 1.094
18 C 1.406 -3.212 -5.640  C17 1.551, C19 1.555, H63 1.090, H64 1.088
19 C 1.197 -4.753 -5.605  C18 1.555, S20 1.808, H65 1.086, H66 1.089
20 S 2.482 -5.510 -6.628  C19 1.808, O21 1.412, O22 1.418, O23 1.608
21 O 2.284 -6.902 -6.750  S20 1.412
22 O 2.492 -4.883 -7.900  S20 1.418
23 O 3.844 -5.177 -5.841  S20 1.608, H67 0.970
24 O 1.148 0.805 -2.888  C15 1.438, C25 1.412
25 C 2.149 1.337 -2.046  O24 1.412, C26 1.546, H68 1.099, H69 1.099
26 C 1.777 2.823 -1.836  C25 1.546, C27 1.559, H70 1.090, H71 1.092
27 C 0.946 2.866 -0.517  C26 1.559, C28 1.561, H72 1.096, H73 1.096
28 C -0.022 4.082 -0.366  C27 1.561, C29 1.557, C30 1.562, H74 1.094
29 C -0.259 4.276 1.161  C28 1.557, H75 1.091, H76 1.094, H77 1.091
30 C -1.355 3.742 -1.105  C28 1.562, C31 1.564, H78 1.093, H79 1.093
31 C -2.429 4.869 -0.964  C30 1.564, C32 1.513, H80 1.087, H81 1.094
32 C -3.851 4.353 -0.991  C31 1.513, C33 1.343, H82 1.093
33 C -4.568 3.964 0.075  C32 1.343, C34 1.513, C35 1.544
34 C -5.907 4.591 0.399  C33 1.513, H83 1.094, H84 1.087, H85 1.098
35 C -4.098 2.833 1.016  C33 1.544, H86 1.088, H87 1.087, H88 1.097
36 H 4.592 -0.422 5.659  C1 1.087
37 H 4.523 -2.147 5.156  C1 1.090
38 H 4.958 -1.740 6.808  C1 1.086
39 H 1.320 -1.031 3.914  C5 1.095
40 H 0.954 -0.422 5.524  C5 1.091
41 H -0.122 -3.045 5.405  C6 1.091
42 H -1.028 -1.546 5.491  C6 1.091
43 H 0.023 -2.488 2.796  C7 1.094
44 H -1.441 -3.206 3.447  C7 1.093
45 H -2.143 -0.689 3.900  C8 1.095
46 H -0.963 -0.250 2.684  C8 1.095
47 H -3.398 -0.508 1.933  C9 1.092
48 H -3.251 -2.207 2.289  C9 1.097
49 H -2.235 -2.777 0.362  C10 1.090
50 H -2.809 -1.232 -0.194  C10 1.098
51 H -0.789 -0.115 -0.026  C11 1.091
52 H 0.013 -1.397 0.973  C11 1.087
53 H -0.811 -2.828 -1.248  C12 1.090
54 H 0.819 -2.221 -0.927  C12 1.094
55 H -0.901 -0.150 -2.193  C13 1.089
56 H -1.977 -1.821 -3.184  N14 1.015
57 H -0.697 -2.777 -3.433  N14 1.013
58 H 1.912 -0.982 -2.188  C15 1.095
59 H 2.367 -0.576 -4.574  C16 1.097
60 H 0.700 -0.876 -4.983  C16 1.086
61 H 2.939 -2.743 -4.148  C17 1.091
62 H 1.367 -3.161 -3.458  C17 1.094
63 H 2.151 -2.905 -6.375  C18 1.090
64 H 0.449 -2.775 -5.919  C18 1.088
65 H 0.227 -5.017 -6.017  C19 1.086
66 H 1.286 -5.146 -4.594  C19 1.089
67 H 4.086 -4.263 -6.057  O23 0.970
68 H 3.168 1.193 -2.433  C25 1.099
69 H 2.112 0.867 -1.053  C25 1.099
70 H 2.644 3.483 -1.820  C26 1.090
71 H 1.111 3.088 -2.660  C26 1.092
72 H 1.666 2.819 0.309  C27 1.096
73 H 0.323 1.969 -0.431  C27 1.096
74 H 0.458 4.976 -0.774  C28 1.094
75 H 0.311 5.124 1.542  C29 1.091
76 H 0.088 3.391 1.702  C29 1.094
77 H -1.316 4.387 1.405  C29 1.091
78 H -1.091 3.568 -2.151  C30 1.093
79 H -1.762 2.821 -0.680  C30 1.093
80 H -2.208 5.489 -0.099  C31 1.087
81 H -2.319 5.488 -1.860  C31 1.094
82 H -4.321 4.254 -1.973  C32 1.093
83 H -6.480 3.941 1.067  C34 1.094
84 H -5.775 5.561 0.872  C34 1.087
85 H -6.515 4.665 -0.512  C34 1.098
86 H -3.828 1.992 0.381  C35 1.088
87 H -4.907 2.543 1.680  C35 1.087
88 H -3.225 3.179 1.583  C35 1.097
89 F -5.249 -0.215 -4.816  C90 1.347
90 C -5.285 -1.329 -4.058  F89 1.347, F91 1.361, C92 1.527, H103 1.094
91 F -4.378 -1.167 -3.057  C90 1.361
92 C -4.933 -2.576 -4.866  C90 1.527, F93 1.350, F94 1.364, C95 1.537
93 F -3.659 -2.512 -5.306  C92 1.350
94 F -4.994 -3.640 -4.015  C92 1.364
95 C -5.862 -2.899 -6.047  C92 1.537, O96 1.415, H104 1.089, H105 1.090
96 O -5.435 -2.469 -7.327  C95 1.415, C97 1.381
97 C -5.709 -1.168 -7.702  O96 1.381, F98 1.348, F99 1.350, C100 1.529
98 F -6.559 -0.592 -6.830  C97 1.348
99 F -6.353 -1.235 -8.886  C97 1.350
100 C -4.433 -0.347 -7.890  C97 1.529, F101 1.348, F102 1.353, H106 1.092
101 F -3.704 -0.327 -6.757  C100 1.348
102 F -4.752 0.931 -8.197  C100 1.353
103 H -6.277 -1.423 -3.606  C90 1.094
104 H -5.879 -3.985 -6.123  C95 1.089
105 H -6.894 -2.611 -5.847  C95 1.090
106 H -3.821 -0.766 -8.692  C100 1.092
107 F -1.890 6.279 -4.749  C108 1.352
108 C -2.443 5.697 -5.837  F107 1.352, F109 1.355, C110 1.528, H121 1.094
109 F -3.277 4.725 -5.396  C108 1.355
110 C -1.383 5.085 -6.751  C108 1.528, F111 1.350, F112 1.363, C113 1.537
111 F -0.740 4.077 -6.125  C110 1.350
112 F -2.037 4.527 -7.809  C110 1.363
113 C -0.347 6.061 -7.334  C110 1.537, O114 1.416, H122 1.089, H123 1.090
114 O 0.894 6.144 -6.656  C113 1.416, C115 1.379
115 C 0.978 6.981 -5.564  O114 1.379, F116 1.349, F117 1.350, C118 1.526
116 F -0.119 7.761 -5.476  C115 1.349
117 F 2.025 7.805 -5.782  C115 1.350
118 C 1.232 6.204 -4.275  C115 1.526, F119 1.344, F120 1.355, H124 1.093
119 F 0.282 5.286 -4.031  C118 1.344
120 F 1.251 7.045 -3.212  C118 1.355
121 H -3.041 6.439 -6.375  C108 1.094
122 H -0.090 5.670 -8.317  C113 1.089
123 H -0.773 7.047 -7.522  C113 1.090
124 H 2.192 5.684 -4.327  C118 1.093
125 F -4.386 9.829 2.441  C126 1.350
126 C -4.946 9.107 1.447  F125 1.350, F127 1.357, C128 1.527, H139 1.094
127 F -5.809 8.230 2.021  C126 1.357
128 C -3.898 8.339 0.645  C126 1.527, F129 1.352, F130 1.360, C131 1.536
129 F -3.282 7.418 1.421  C128 1.352
130 F -4.558 7.648 -0.322  C128 1.360
131 C -2.835 9.191 -0.065  C128 1.536, O132 1.416, H140 1.089, H141 1.090
132 O -1.594 9.344 0.600  C131 1.416, C133 1.379
133 C -1.487 10.332 1.557  O132 1.379, F134 1.348, F135 1.351, C136 1.528
134 F -2.563 11.144 1.524  C133 1.348
135 F -0.420 11.087 1.218  C133 1.351
136 C -1.246 9.753 2.950  C133 1.528, F137 1.349, F138 1.354, H142 1.092
137 F -2.243 8.915 3.302  C136 1.349
138 F -1.209 10.752 3.863  C136 1.354
139 H -5.521 9.775 0.799  C126 1.094
140 H -2.584 8.651 -0.978  C131 1.089
141 H -3.235 10.148 -0.401  C131 1.090
142 H -0.302 9.205 2.981  C136 1.092
143 F 2.714 -5.954 8.254  C144 1.348
144 C 3.522 -5.016 7.722  F143 1.348, F145 1.360, C146 1.523, H157 1.095
145 F 3.819 -5.424 6.459  C144 1.360
146 C 4.800 -4.833 8.530  C144 1.523, F147 1.351, F148 1.364, C149 1.537
147 F 5.548 -5.958 8.508  C146 1.351
148 F 5.533 -3.869 7.902  C146 1.364
149 C 4.617 -4.375 9.986  C146 1.537, O150 1.416, H158 1.089, H159 1.090
150 O 4.646 -5.384 10.979  C149 1.416, C151 1.381
151 C 3.480 -6.075 11.244  O150 1.381, F152 1.347, F153 1.350, C154 1.528
152 F 2.432 -5.487 10.636  C151 1.347
153 F 3.264 -5.975 12.573  C151 1.350
154 C 3.598 -7.556 10.884  C151 1.528, F155 1.349, F156 1.353, H160 1.092
155 F 3.907 -7.710 9.579  C154 1.349
156 F 2.417 -8.178 11.102  C154 1.353
157 H 2.968 -4.075 7.645  C144 1.095
158 H 5.483 -3.754 10.212  C149 1.089
159 H 3.756 -3.716 10.102  C149 1.090
160 H 4.373 -8.037 11.485  C154 1.092
161 F 3.614 -7.511 2.555  C162 1.350
162 C 4.186 -6.305 2.760  F161 1.350, F163 1.358, C164 1.526, H175 1.094
163 F 3.583 -5.428 1.916  C162 1.358
164 C 5.688 -6.333 2.491  C162 1.526, F165 1.351, F166 1.364, C167 1.536
165 F 5.934 -6.600 1.189  C164 1.351
166 F 6.163 -5.076 2.723  C164 1.364
167 C 6.510 -7.290 3.368  C164 1.536, O168 1.416, H176 1.089, H177 1.090
168 O 6.817 -8.556 2.813  C167 1.416, C169 1.380
169 C 5.874 -9.558 2.919  O168 1.380, F170 1.347, F171 1.351, C172 1.528
170 F 4.884 -9.192 3.755  C169 1.347
171 F 6.493 -10.615 3.487  C169 1.351
172 C 5.342 -9.987 1.552  C169 1.528, F173 1.349, F174 1.353, H178 1.092
173 F 4.793 -8.942 0.899  C172 1.349
174 F 4.379 -10.925 1.707  C172 1.353
175 H 3.980 -5.982 3.785  C162 1.094
176 H 7.480 -6.812 3.499  C167 1.089
177 H 6.098 -7.377 4.374  C167 1.090
178 H 6.146 -10.398 0.938  C172 1.092